ORCA calculation (wB97M-V/def2-TZVPD) on C17H20N5O3PtSSe as an isolated structure.

Computed properties:
LUMO (spin up / spin down) (eV): 1.4227 / 1.4188
Electronic energy (eV): -110972.5350
Strongest force on any atom (Eh/bohr): 0.015
Kohn-Sham gap (spin up / spin down) (eV): 5.6 / 5.6
Net charge: -1
Energy above the lowest of the compared OMol25 structures with the same formula, charge and spin (eV): 1.146

Each line ends with the Löwdin charge.
Geometry (Å):
Pt  0.06485  -0.03156  -0.07005  1.111
C  -1.18564  -2.14985  -1.76547  -0.095
N  -1.37011  -1.52342  -0.42873  -0.322
C  -1.29850  -2.60822  0.59449  -0.093
C  -2.68911  -0.84624  -0.33075  -0.174
C  -3.83005  -1.58616  -0.57320  -0.045
C  -5.09300  -1.02941  -0.43756  -0.104
C  -5.18447  0.28935  -0.02368  -0.102
C  -4.05086  1.04579  0.21405  -0.018
C  -2.75650  0.51904  0.04019  -0.203
N  -1.56796  1.16852  0.20682  -0.094
C  -1.24893  2.48510  0.37554  -0.202
C  -2.13250  3.58047  0.43181  -0.017
C  -1.67876  4.87710  0.59577  -0.103
C  -0.32693  5.15575  0.70781  -0.104
C  0.56682  4.09810  0.63317  -0.045
C  0.12974  2.79910  0.46204  -0.175
N  1.14228  1.71678  0.37355  -0.324
C  2.14319  2.01447  -0.68733  -0.101
C  1.87169  1.60702  1.66898  -0.087
H  -1.85974  -3.00216  -1.86195  0.085
H  -0.15324  -2.48915  -1.83564  0.043
H  -1.39455  -1.42367  -2.54389  0.079
H  -2.09621  -3.32817  0.39905  0.087
H  -1.39803  -2.18180  1.58299  0.061
H  -0.32549  -3.08471  0.50995  0.035
H  -3.73933  -2.62450  -0.86358  0.104
H  -5.97708  -1.62177  -0.62959  0.093
H  -6.15533  0.74645  0.12551  0.098
H  -4.18659  2.05098  0.57169  0.076
H  -3.19207  3.43314  0.32537  0.073
H  -2.40437  5.68084  0.63171  0.098
H  0.03040  6.16786  0.83931  0.093
H  1.62768  4.29702  0.70775  0.104
H  2.76905  2.85052  -0.37292  0.084
H  1.63413  2.26157  -1.61306  0.077
H  2.75832  1.12620  -0.82232  0.031
H  2.38948  2.55036  1.85902  0.088
H  2.58636  0.79184  1.58432  0.042
H  1.17280  1.38843  2.46409  0.064
Se  1.95905  -1.49280  -0.07960  0.039
O  1.07029  -0.39592  3.90045  -0.008
N  0.22075  -0.95221  3.20575  -0.576
O  -0.02200  -2.15225  3.31010  -0.011
O  -0.45545  -0.24469  2.36125  -0.172
S  1.02493  0.36246  -4.63002  0.531
C  0.48429  0.41045  -3.11223  -0.952
N  0.02770  0.50199  -2.03319  -0.072

ORCA calculation (wB97M-V/def2-TZVPD) on a single C18H16N4O6S molecule in a non-equilibrium geometry.

Computed properties:
LUMO (eV): -2.3967
Electronic energy (eV): -47995.9766
Strongest force on any atom (Eh/bohr): 0.100
Kohn-Sham gap (eV): 7.0
Net charge: 0
Energy above the lowest of the compared OMol25 structures with the same formula, charge and spin (eV): 2.336
SMILES string: O=C(NO[C@@H]1CCCCO1)c1ccc(Sc2ccc([N+](=O)[O-])c3nonc23)cc1

Each line ends with the Löwdin charge.
Geometry (Å):
O  3.64815  1.41983  -0.52514  0.062
O  -7.00989  0.58166  1.90580  0.082
O  -6.18073  1.91890  3.36613  0.077
N  -4.43504  1.53428  -2.26958  0.178
N  -5.99147  0.73184  -0.80057  0.146
O  -5.47169  0.53398  -2.05557  -0.016
O  3.41514  -1.55123  -0.09960  -0.041
O  1.98887  -3.37001  0.46664  -0.062
S  -2.52526  3.75886  -1.96813  1.031
C  2.57575  0.84795  -0.76679  -0.396
C  0.11693  3.78616  -1.35479  -0.068
C  -0.96517  1.63525  -1.66243  -0.065
C  1.29235  3.02325  -1.00390  0.065
C  0.20141  0.89212  -1.44379  -0.004
C  -3.52950  3.67018  0.61475  -0.025
C  -4.37275  3.04725  1.61652  0.079
C  -0.93582  3.03378  -1.69128  -0.534
C  1.37913  1.57335  -1.12336  -0.120
C  -3.55551  3.21084  -0.68585  -0.476
C  -5.39247  2.08522  1.23577  -0.024
C  -4.38262  2.16142  -1.10742  -0.316
C  -5.33048  1.64772  -0.18536  -0.165
N  2.43533  -0.53645  -0.50630  0.103
N  -6.26853  1.53005  2.21614  -0.355
C  2.78349  -4.22765  -0.39054  -0.178
C  2.88679  -2.39487  0.95573  -0.364
C  4.00417  -4.91094  0.30791  -0.180
C  4.11566  -2.85398  1.76746  -0.077
C  4.87096  -3.92893  0.99501  -0.228
H  0.03993  4.86658  -1.28318  0.113
H  -1.83986  1.14354  -2.05364  0.092
H  2.06090  3.55814  -0.58600  0.082
H  0.33383  -0.11152  -1.70456  0.097
H  -2.70652  4.29866  0.95486  0.123
H  -4.09058  3.22682  2.63201  0.112
H  1.53071  -0.98076  -0.41655  0.118
H  2.11950  -5.10799  -0.70163  0.139
H  3.11014  -3.62711  -1.28549  0.131
H  2.37201  -1.81217  1.64644  0.131
H  4.64156  -5.38640  -0.44879  0.123
H  3.48440  -5.59031  1.02895  0.130
H  3.72512  -3.22526  2.76739  0.150
H  4.77994  -1.98613  1.78516  0.127
H  5.58269  -3.59306  0.27514  0.112
H  5.48899  -4.52285  1.58238  0.089

ORCA calculation (wB97M-V/def2-TZVPD) on BCsH4 as an isolated structure in a non-equilibrium geometry.

Computed properties:
LUMO (eV): -0.9309
Electronic energy (eV): -1286.2689
Strongest force on any atom (Eh/bohr): 0.094
Kohn-Sham gap (eV): 7.4
Net charge: 0
Energy above the lowest of the compared OMol25 structures with the same formula, charge and spin (eV): 1.440

Each line ends with the Löwdin charge.
Geometry (Å):
Cs  -0.74907  -2.57885  1.04672  0.981
B  0.14147  0.52070  -0.21730  -0.495
H  0.54556  -0.05001  0.60444  -0.173
H  0.89160  0.58285  -0.99041  -0.089
H  -0.73732  0.01447  -0.58565  -0.136
H  -0.09225  1.51084  0.14220  -0.088